Formula: C33H78IN7O12P
Source: the Open Molecules 2025 dataset
Level of theory: wB97M-V/def2-TZVPD

Each line ends with the Löwdin charge.
Geometry (Å):
C: -1.941 1.301 2.424  -0.079
C: -2.194 -0.295 2.288  -0.253
O: -1.370 -0.740 1.179  -0.211
C: -1.248 -2.208 1.239  -0.160
C: -1.996 -2.766 -0.068  -0.174
O: -1.505 -4.038 -0.562  -0.146
C: -0.191 -3.758 -1.107  -0.198
C: 0.281 -4.777 -2.252  -0.184
O: 1.716 -4.894 -2.399  -0.200
C: 2.367 -3.615 -2.305  -0.167
C: 3.905 -3.882 -2.752  -0.071
N: 4.997 -4.234 -1.880  0.086
N: 6.075 -4.403 -2.686  0.056
C: 5.830 -4.181 -4.074  -0.015
N: 4.400 -3.833 -4.096  -0.223
P: 3.640 -3.451 -5.660  0.561
O: 3.710 -1.721 -5.779  -0.391
I: 1.259 -4.034 -5.728  0.582
H: -2.447 1.686 3.370  0.083
H: -2.331 1.859 1.497  0.064
H: -0.811 1.519 2.541  0.078
H: -1.903 -0.772 3.291  0.122
H: -3.301 -0.500 2.052  0.129
H: -1.697 -2.638 2.211  0.136
H: -0.127 -2.419 1.284  0.107
H: -3.100 -2.935 0.236  0.144
H: -2.033 -1.938 -0.869  0.135
H: -0.113 -2.688 -1.502  0.134
H: 0.552 -3.886 -0.227  0.129
H: -0.282 -4.511 -3.209  0.074
H: -0.096 -5.824 -1.938  0.155
H: 1.876 -2.778 -2.910  0.117
H: 2.446 -3.212 -1.223  0.133
H: 4.901 -4.326 -0.860  0.194
H: 6.539 -4.272 -4.962  0.155
H: 3.136 -1.433 -6.536  0.059
C: 2.246 3.140 1.111  -0.106
O: 3.486 3.098 0.420  -0.197
C: 4.582 2.715 1.254  -0.202
C: 5.115 1.346 0.835  -0.198
N: 4.163 0.285 1.170  -0.039
C: 4.501 -1.011 0.579  -0.191
C: 4.466 -1.112 -0.953  -0.206
O: 3.158 -0.976 -1.504  -0.212
C: 2.758 0.369 -1.733  -0.061
H: 1.498 3.564 0.439  0.090
H: 1.923 2.133 1.391  0.071
H: 2.313 3.772 2.001  0.091
H: 4.319 2.734 2.318  0.124
H: 5.370 3.458 1.097  0.124
H: 6.064 1.156 1.347  0.126
H: 5.306 1.380 -0.243  0.103
H: 3.241 0.554 0.844  0.071
H: 3.780 -1.733 0.979  0.096
H: 5.488 -1.323 0.938  0.123
H: 4.793 -2.118 -1.215  0.074
H: 5.172 -0.433 -1.442  0.121
H: 3.599 1.020 -1.987  0.101
H: 2.224 0.755 -0.863  0.080
H: 2.056 0.372 -2.570  0.070
C: -1.138 1.979 -2.082  -0.103
O: -0.398 2.865 -2.911  -0.192
C: 0.299 2.197 -3.964  -0.222
C: -0.300 2.568 -5.320  -0.208
N: -1.628 1.977 -5.490  -0.056
C: -2.354 2.489 -6.655  -0.196
C: -2.740 3.977 -6.646  -0.219
O: -3.703 4.316 -5.654  -0.176
C: -3.160 4.609 -4.376  -0.098
H: -1.526 2.551 -1.238  0.088
H: -1.987 1.555 -2.627  0.080
H: -0.502 1.177 -1.697  0.076
H: 0.323 1.111 -3.821  0.105
H: 1.333 2.556 -3.931  0.119
H: 0.361 2.208 -6.117  0.120
H: -0.343 3.661 -5.377  0.105
H: -2.180 2.166 -4.662  0.066
H: -3.277 1.905 -6.727  0.119
H: -1.775 2.273 -7.561  0.116
H: -3.219 4.190 -7.607  0.122
H: -1.870 4.640 -6.592  0.110
H: -2.165 5.060 -4.437  0.090
H: -3.134 3.707 -3.761  0.068
H: -3.828 5.317 -3.882  0.090
C: 3.485 -6.897 5.243  -0.115
O: 2.770 -5.882 5.931  -0.199
C: 3.617 -5.017 6.692  -0.205
C: 3.622 -3.612 6.089  -0.205
N: 4.331 -3.589 4.809  -0.053
C: 4.162 -2.337 4.068  -0.190
C: 2.744 -1.996 3.580  -0.211
O: 2.248 -2.884 2.576  -0.218
C: 1.626 -4.058 3.080  -0.093
H: 2.760 -7.582 4.802  0.089
H: 4.088 -6.470 4.436  0.074
H: 4.125 -7.461 5.929  0.090
H: 4.633 -5.414 6.790  0.123
H: 3.186 -4.962 7.697  0.122
H: 4.112 -2.924 6.786  0.125
H: 2.580 -3.298 5.970  0.102
H: 3.991 -4.349 4.231  0.064
H: 4.812 -2.406 3.189  0.102
H: 4.544 -1.508 4.674  0.124
H: 2.796 -1.012 3.102  0.102
H: 2.027 -1.890 4.401  0.114
H: 1.134 -3.892 4.042  0.097
H: 2.355 -4.867 3.159  0.072
H: 0.870 -4.374 2.357  0.076
C: -9.085 2.771 1.284  -0.114
O: -8.431 3.718 0.452  -0.200
C: -8.499 5.052 0.960  -0.207
C: -7.112 5.532 1.385  -0.208
N: -6.656 4.832 2.587  -0.053
C: -5.246 5.067 2.903  -0.194
C: -4.204 4.549 1.900  -0.210
O: -4.146 3.128 1.808  -0.233
C: -5.078 2.556 0.902  -0.089
H: -9.098 1.814 0.761  0.089
H: -8.542 2.640 2.225  0.077
H: -10.117 3.072 1.487  0.089
H: -9.223 5.147 1.777  0.123
H: -8.848 5.683 0.137  0.121
H: -7.149 6.608 1.586  0.124
H: -6.429 5.362 0.546  0.101
H: -6.792 3.836 2.460  0.066
H: -5.057 4.577 3.864  0.118
H: -5.089 6.140 3.063  0.119
H: -3.220 4.860 2.268  0.121
H: -4.308 5.002 0.908  0.110
H: -5.295 3.212 0.055  0.092
H: -5.998 2.289 1.425  0.074
H: -4.645 1.629 0.517  0.082

Properties
Charge: +1
Multiplicity: 1
Largest force on an atom: 7.8 eV/A
Highest occupied orbital energy: -0.3657 hartree
Orbital gap: 5.9758 eV

Formula: C5H5N
Source: the Open Molecules 2025 dataset
Level of theory: wB97M-V/def2-TZVPD

Each line ends with the natural charge from an NBO analysis.
Geometry (Å):
C: -0.579 -0.304 0.249  0.199
C: 0.567 0.692 0.559  -0.489
C: -0.124 -0.783 -1.430  -0.118
C: 1.113 -0.319 -0.612  -0.262
C: 0.310 -1.428 -0.151  -0.095
N: -1.826 -0.353 0.556  -0.524
H: 0.295 1.816 0.338  0.216
H: 0.873 0.560 1.529  0.220
H: -1.098 -0.216 -1.691  0.284
H: 2.090 -0.078 -0.602  0.226
H: -1.622 0.414 1.253  0.344

Properties
Charge: 0
Multiplicity: 1
Relative energy (zero: lowest compared OMol25 entry of this formula, charge and spin): 219.52 kcal/mol
Largest force on an atom: 5.6 eV/A
Highest occupied orbital energy (alpha / beta): -0.3292 / -0.3244 hartree
Orbital gap (alpha / beta): 7.5638 / 7.4228 eV

Formula: C4H8O3
Source: the Open Molecules 2025 dataset
Level of theory: wB97M-V/def2-TZVPD

Each line ends with the natural charge from an NBO analysis.
Geometry (Å):
O: 1.725 -0.864 1.948  -0.720
C: 1.228 -0.526 0.668  -0.050
C: -0.079 0.226 0.867  -0.457
C: -0.726 0.612 -0.448  0.482
O: -1.308 1.865 -0.385  -0.699
C: -1.231 -0.390 -1.384  -0.146
O: -0.031 0.349 -1.653  -0.509
H: 2.567 -1.319 1.827  0.470
H: 1.065 -1.426 0.058  0.156
H: 1.939 0.098 0.112  0.169
H: 0.107 1.124 1.463  0.233
H: -0.773 -0.402 1.436  0.221
H: -1.310 2.221 -1.286  0.484
H: -1.100 -1.460 -1.213  0.183
H: -2.073 -0.109 -2.009  0.183

Properties
Charge: 0
Multiplicity: 1
Structure (SMILES): OCC[C@]1(O)CO1
Relative energy (zero: lowest compared OMol25 entry of this formula, charge and spin): 52.25 kcal/mol
Largest force on an atom: 0.5 eV/A
Highest occupied orbital energy: -0.3742 hartree
Orbital gap: 11.0223 eV